The following is a DFT calculation (ωB97M-V/def2-TZVPD) of a cluster of 7 separate species, C5H23NO8 in total at a distorted geometry.

ΔE to the lowest compared entry with this formula, charge and spin (kJ/mol): 233.33
Total charge: 0
Energy (eV): -23427.6169
Strongest force on any atom (hartree/bohr): 0.0640
Multiplicity: 1

Positions of all 37 atoms, in Å:
O 1.03 -0.40 -2.85
O -2.27 -1.73 -3.15
O -0.18 1.82 -3.40
O 2.67 2.07 1.23
O -1.52 2.38 -1.08
O -0.54 -0.78 3.67
O 1.06 -1.37 0.40
O 2.33 -0.16 3.19
N -1.07 -0.57 0.54
C -3.26 -1.41 0.73
C 0.79 1.01 0.23
C 2.32 0.96 0.36
C -1.75 -1.78 0.94
C 0.27 -0.45 0.34
H 0.28 1.77 0.83
H -3.74 -2.24 1.23
H -1.36 1.92 -1.93
H 0.15 0.99 -2.93
H -0.18 1.46 -4.30
H -2.04 -1.60 -2.22
H 2.75 0.11 0.87
H 1.75 -0.18 -3.45
H -1.62 -2.44 -3.33
H 2.83 0.65 3.33
H 0.60 1.24 -0.80
H -1.46 -2.68 0.40
H 1.90 0.00 2.35
H 0.24 -0.98 4.20
H -1.63 0.19 0.16
H -0.71 2.91 -1.02
H -3.64 -1.17 -0.25
H -1.42 -2.12 1.95
H 1.57 -0.79 -2.13
H -0.19 -0.46 2.82
H -3.36 -0.52 1.38
H 2.75 1.04 -0.63
H 3.13 2.69 0.67



The following is a DFT calculation (ωB97M-V/def2-TZVPD) of a cluster of 8 separate species, C5H23NO9 in total at a distorted geometry.

ΔE to the lowest compared entry with this formula, charge and spin (kJ/mol): 189.52
Total charge: 0
Energy (eV): -25475.3541
Strongest force on any atom (hartree/bohr): 0.0686
Multiplicity: 1

Positions of all 38 atoms, in Å:
O 0.93 -1.42 1.40
O 1.49 -2.08 -0.58
O -2.23 1.78 2.50
O 0.37 0.89 3.12
O -2.78 0.77 -0.23
O 4.22 -1.36 0.65
O -2.89 -1.70 0.54
O 0.07 -1.36 -2.88
O -2.57 -1.50 -2.25
N 2.49 1.10 0.27
C 0.19 0.92 -0.64
C 1.38 -1.07 0.32
C 0.11 2.27 -1.33
C 1.56 0.24 -0.48
C -0.80 3.20 -1.09
H 2.05 1.33 1.16
H -2.85 -1.55 -3.17
H 2.01 -0.05 -1.44
H -3.13 -0.78 -1.90
H -0.42 0.23 -1.25
H 3.57 -0.85 1.16
H 0.13 -2.07 -2.24
H 1.41 -2.92 -0.11
H -3.24 -1.92 -0.34
H 0.66 0.62 4.00
H -0.87 -1.17 -2.70
H -2.45 0.02 0.31
H -2.93 1.41 0.48
H -1.66 3.23 -0.45
H -2.45 2.50 3.12
H 2.92 1.89 -0.17
H 4.40 -0.66 0.02
H 0.74 0.24 2.50
H -0.63 4.11 -1.70
H -2.14 -2.31 0.56
H -0.31 1.01 0.35
H 0.91 2.40 -2.05
H -1.36 1.48 2.83



The following is a DFT calculation (ωB97M-V/def2-TZVPD) of a cluster of 7 separate species, C5H24N2O6 in total at a distorted geometry.

ΔE to the lowest compared entry with this formula, charge and spin (kJ/mol): 107.32
Total charge: 0
Energy (eV): -20839.4951
Strongest force on any atom (hartree/bohr): 0.0310
Multiplicity: 1

Positions of all 37 atoms, in Å:
O 0.09 -4.34 0.41
O 3.06 0.64 -0.14
O 1.70 -1.23 -1.57
O -3.35 -1.56 -1.70
O -0.68 -2.61 -1.75
O 2.31 2.70 1.51
N -0.81 3.06 -0.44
N 0.55 0.51 2.17
C -0.72 1.59 -0.34
C -1.51 1.03 0.85
C 0.66 -0.72 1.93
C -0.77 1.10 2.19
C -1.03 0.89 -1.65
H -1.44 0.68 2.94
H 1.83 -0.59 -0.84
H -0.24 -1.31 1.71
H -0.73 2.13 2.50
H -0.73 3.34 -1.40
H 0.34 1.45 -0.10
H 1.83 2.12 2.15
H -0.69 -3.99 0.89
H -3.62 -1.76 -0.80
H 0.20 -2.14 -1.68
H 2.13 -0.85 -2.33
H -1.85 0.03 0.59
H 0.04 -3.84 -0.42
H 1.64 -1.17 1.92
H -1.68 3.42 -0.06
H -1.09 -0.19 -1.47
H 1.64 2.91 0.84
H 3.92 0.94 -0.48
H -2.02 1.20 -1.99
H -0.28 1.05 -2.42
H -2.45 1.58 0.92
H 2.73 1.30 0.52
H -0.52 -3.05 -2.60
H -2.39 -1.69 -1.71



The following is a DFT calculation (ωB97M-V/def2-TZVPD) of a structure of composition C5H24N2O8 at a distorted geometry.

ΔE to the lowest compared entry with this formula, charge and spin (kJ/mol): 221.77
Total charge: +1
Energy (eV): -24924.3101
Strongest force on any atom (hartree/bohr): 0.1067
Multiplicity: 2

Positions of all 39 atoms, in Å:
O 2.00 -1.52 1.16
O -0.30 -0.07 1.36
O -0.40 -3.30 0.05
O -3.76 -1.38 2.16
O -1.27 -2.37 2.53
O 1.96 0.03 -2.64
O 3.46 -0.06 -0.49
O -2.68 1.12 2.85
N 0.30 -1.17 -2.66
N 0.04 1.08 -2.15
C 0.14 2.90 -0.47
C -0.27 1.14 1.26
C -0.69 2.19 -1.57
C -0.43 -0.17 -2.32
C 0.78 1.92 0.52
H 1.30 -1.01 -2.85
H 4.33 -0.44 -0.60
H 2.52 -0.17 -3.39
H 0.15 -3.07 -0.70
H 1.54 1.34 -0.01
H -2.20 1.02 3.68
H -0.98 -1.45 2.47
H 0.92 3.42 -1.05
H 1.11 -1.11 1.15
H -3.61 -1.22 1.22
H -1.23 -3.59 -0.35
H -0.79 2.92 -2.40
H -1.12 1.68 1.72
H -1.52 -0.32 -2.20
H 2.56 0.13 -1.84
H 1.07 1.21 -2.20
H 1.29 2.46 1.31
H -1.68 1.91 -1.21
H -3.19 -2.08 2.50
H -1.05 -2.82 1.69
H -0.36 3.74 -0.02
H -2.62 0.22 2.48
H 1.82 -2.45 0.99
H 2.87 -0.64 0.04



The following is a DFT calculation (ωB97M-V/def2-TZVPD) of a cluster of 6 separate species, C5H24NO5S2 in total at a distorted geometry.

ΔE to the lowest compared entry with this formula, charge and spin (kJ/mol): 201.86
Total charge: +1
Energy (eV): -38965.4874
Strongest force on any atom (hartree/bohr): 0.0666
Multiplicity: 1

Positions of all 37 atoms, in Å:
S 2.44 -0.57 -1.34
S -1.01 3.70 -0.75
O -0.89 2.93 -2.23
O 1.75 -0.30 2.86
O -1.34 0.16 -2.60
O -2.27 -0.44 1.36
O -0.84 0.16 3.57
N -1.30 -1.96 -1.09
C 0.26 -2.12 -1.14
C 0.63 -3.28 -0.23
C 0.08 2.96 0.53
C 0.67 -0.76 -0.61
C 1.41 2.35 0.14
H 0.83 -0.83 0.47
H -1.68 -0.34 2.14
H 1.70 -3.43 -0.20
H 2.38 0.12 2.28
H 0.16 -3.15 0.78
H -1.75 0.25 -3.46
H -0.32 3.46 -2.80
H -1.33 1.07 -2.24
H 0.50 -2.44 -2.17
H 1.33 1.79 -0.76
H 0.18 -4.21 -0.61
H -0.52 2.11 0.84
H -1.75 -2.82 -1.40
H 2.19 3.02 -0.25
H 2.19 -0.79 3.56
H -1.56 -1.08 -1.54
H -3.23 -0.37 1.35
H 1.60 1.70 1.03
H 0.10 0.27 3.26
H -1.10 1.11 3.62
H 0.20 3.76 1.26
H -1.72 -1.88 -0.13
H 0.02 0.03 -0.98
H 2.00 -0.18 -2.55



The following is a DFT calculation (ωB97M-V/def2-TZVPD) of a structure of composition C5H25CrN8O8 at a distorted geometry.

Total charge: 0
Energy (eV): -62313.0640
Strongest force on any atom (hartree/bohr): 0.1372
Multiplicity: 6

Positions of all 47 atoms, in Å:
Cr -0.60 -4.00 0.41
O -2.11 1.97 1.75
O -4.06 1.92 -2.54
O 3.05 -3.75 -1.89
O -0.91 -3.78 -1.79
O 0.33 2.70 -0.87
O 1.34 -0.84 3.20
O 2.05 3.19 1.45
O 0.17 -1.93 0.48
N -2.50 0.93 -1.26
N -1.77 -2.05 -2.94
N 3.04 1.30 2.21
N -2.69 -3.98 -2.98
N -1.85 2.39 -2.76
N -1.64 -0.16 1.78
N 3.36 3.22 3.26
N -0.53 1.18 3.02
C -1.36 1.05 2.04
C 0.95 -1.03 -0.30
C -2.89 1.79 -2.18
C 2.74 2.59 2.25
C -1.74 -3.32 -2.51
H 1.00 -0.02 0.11
H 0.57 -0.90 -1.31
H -3.29 0.52 -0.79
H 3.20 4.22 3.29
H -1.59 0.85 -0.83
H 1.44 -1.45 2.46
H 4.14 2.78 3.73
H 2.84 0.71 1.42
H -1.02 -1.53 -2.52
H -3.13 -3.59 -3.80
H 3.70 0.91 2.87
H -2.14 3.16 -3.34
H 2.00 -1.30 -0.38
H 3.92 -3.36 -1.95
H -2.81 -4.95 -2.71
H -0.96 -0.89 1.93
H -0.92 2.24 -2.39
H -2.31 -0.32 1.05
H 1.14 2.49 -0.41
H 0.07 0.43 3.36
H -0.50 2.10 3.44
H 2.17 -0.36 3.23
H 2.50 -3.18 -2.43
H -2.56 -1.51 -3.27
H 0.11 3.59 -0.59



The following is a DFT calculation (ωB97M-V/def2-TZVPD) of a cluster of 6 separate species, C5H25N2O5 in total at a distorted geometry.

ΔE to the lowest compared entry with this formula, charge and spin (kJ/mol): 151.07
Total charge: +1
Energy (eV): -18802.6875
Strongest force on any atom (hartree/bohr): 0.0623
Multiplicity: 1

Positions of all 37 atoms, in Å:
O 0.78 1.52 2.82
O 1.82 3.55 1.42
O -1.79 -2.20 1.22
O 0.63 -3.38 1.35
O 1.06 4.93 -0.76
N 1.57 -3.01 -1.10
N -1.82 0.47 1.32
C -1.44 0.13 -1.05
C -2.15 1.01 -0.06
C 0.05 -0.12 -0.79
C 0.51 -2.33 -1.90
C 0.68 -0.82 -1.97
H 1.15 2.29 2.34
H 1.52 4.12 0.68
H 1.36 0.76 2.76
H 1.44 4.82 -1.64
H -3.22 0.99 -0.26
H 1.15 -3.30 0.54
H -2.36 0.92 2.11
H 1.70 -3.97 -1.45
H -1.84 -0.58 1.49
H -2.41 -2.50 1.89
H 0.55 -2.56 -2.98
H 2.28 4.23 1.93
H 1.67 -0.34 -2.09
H -1.77 0.26 -2.11
H 0.38 -0.51 -3.01
H -0.45 -2.70 -1.51
H 2.47 -2.60 -1.25
H 0.52 0.84 -0.52
H -1.84 2.07 -0.06
H 0.26 -0.70 0.12
H -0.95 -2.71 1.23
H -1.99 -0.86 -1.22
H -0.83 0.77 1.50
H 0.38 5.59 -0.92
H 0.90 -4.10 1.92